# C7H6NO4S

An isolated ion of composition C7H6NO4S and charge -1 at a distorted geometry (ωB97M-V with the def2-TZVPD basis set, OMol25).

As for the LUMO energy: 2.2 eV. Its charge is -1. The HOMO energy is -3.8 eV. The spin multiplicity is 1. The calculation puts the HOMO-LUMO gap at 6.076 eV. The largest force on an atom is 4.6 eV/A.

Last columns: bonded neighbours and bond lengths (Å).
Atoms and positions in Å:
1 C 0.6973 1.5851 1.2471  C2 1.319, C3 1.419, H14 1.022
2 C -0.4018 0.8602 1.1747  C1 1.319, C6 1.571, H15 1.074
3 C 1.4462 2.1934 0.2065  C1 1.419, O9 1.328, S13 1.667
4 C 1.1031 -0.6567 -0.7957  C7 1.446, N8 1.300
5 C 0.4196 1.4446 -1.8849  C7 1.576, O9 1.330, O10 1.195
6 C -1.1190 0.3964 -0.1434  C2 1.571, C7 1.565, H16 1.076, H17 1.040
7 C -0.0541 0.0841 -1.2465  C4 1.446, C5 1.576, C6 1.565, H18 1.143
8 N 1.1109 -1.9568 -0.8241  C4 1.300, O11 1.263, O12 1.507
9 O 1.1284 2.2337 -1.0821  C3 1.328, C5 1.330
10 O 0.1589 1.8001 -2.9957  C5 1.195
11 O 0.2553 -2.8088 -1.1957  N8 1.263
12 O 2.3392 -2.5988 -0.2312  N8 1.507, H19 0.901
13 S 2.6735 3.2138 0.6887  C3 1.667
14 H 1.0544 1.7682 2.1870  C1 1.022
15 H -0.8624 0.3758 2.0148  C2 1.074
16 H -1.8125 -0.3536 0.1936  C6 1.076
17 H -1.7209 1.1843 -0.4578  C6 1.040
18 H -0.6798 -0.5177 -1.9897  C7 1.143
19 H 2.8707 -1.8717 -0.2394  O12 0.901